[1]
# C2F3FeMgNO4S2

A structure of composition C2F3FeMgNO4S2 in a non-equilibrium geometry (ωB97M-V with the def2-TZVPD basis set, the OMol25 dataset).

Geometry as ORCA input:
```
! RIJCOSX wB97M-V def2-TZVPD def2/J DEFGRID3
* xyz 2 7
O 2.86 0.52 1.74
C 2.92 -0.34 0.88
O 3.51 -0.45 -0.20
Fe 1.70 -1.97 -0.42
Mg 1.55 1.56 -0.16
N -0.05 -1.07 -0.57
S 0.77 -0.15 -1.89
S -0.87 -0.18 0.44
O -0.21 1.15 0.70
O -1.28 -0.94 1.61
C -2.45 0.37 -0.39
F -2.18 1.27 -1.32
F -3.03 -0.68 -0.93
F -3.25 0.91 0.51
*
```

Max |F|   6.47 eV/A
<S²>   12.0150
HOMO (alpha / beta)   -17.416 / -19.809 eV
Frontier orbital gap (alpha / beta)   7.41 / 6.90 eV
E_tot   -2990.9010 a.u.

Results of the natural (NBO) charge analysis, in e, for atoms 1 through 5:
1 O -0.539
2 C 0.484
3 O -0.637
4 Fe 1.629
5 Mg 1.790



[2]
# C22H68N6O12

A cluster of 12 separate species, C22H68N6O12 in total in a non-equilibrium geometry (ωB97M-V with the def2-TZVPD basis set, the OMol25 dataset).

Geometry as ORCA input:
```
! RIJCOSX wB97M-V def2-TZVPD def2/J DEFGRID3
* xyz 0 1
C -21.92 -11.21 -14.01
O -21.70 -11.76 -12.76
H -22.88 -10.67 -14.03
H -21.87 -12.02 -14.69
H -21.25 -10.45 -14.36
H -21.01 -12.44 -12.81
C -25.69 -10.14 -5.41
O -25.17 -10.72 -4.19
H -25.55 -10.79 -6.29
H -25.12 -9.25 -5.64
H -26.74 -9.81 -5.28
H -24.21 -10.61 -4.25
C -21.69 -14.73 -8.37
O -21.70 -15.90 -7.63
H -20.78 -14.51 -8.84
H -21.87 -13.93 -7.65
H -22.52 -14.83 -9.07
H -20.80 -16.28 -7.59
C -22.32 -11.13 -6.06
O -22.46 -11.26 -4.68
H -23.29 -11.17 -6.49
H -21.66 -11.86 -6.46
H -21.87 -10.15 -6.30
H -23.03 -11.99 -4.53
C -24.05 -13.93 -5.91
O -24.32 -13.38 -7.11
N -24.51 -13.45 -4.79
N -23.19 -14.90 -5.71
H -25.15 -12.66 -4.80
H -24.25 -13.92 -3.88
H -22.91 -15.38 -6.61
H -23.15 -15.44 -4.85
C -24.85 -6.64 -10.85
O -25.91 -5.85 -10.98
N -23.95 -6.40 -9.93
N -24.36 -7.62 -11.60
H -24.17 -5.49 -9.45
H -23.01 -6.81 -9.82
H -24.86 -7.78 -12.51
H -23.83 -8.37 -11.20
C -21.77 -7.53 -13.63
O -22.76 -8.08 -14.39
N -21.93 -7.06 -12.47
N -20.60 -7.29 -14.12
H -22.86 -7.17 -12.00
H -21.24 -6.57 -11.87
H -20.39 -7.45 -15.11
H -19.96 -6.76 -13.51
C -23.32 -12.05 -9.78
C -23.57 -10.60 -10.19
C -23.59 -9.74 -8.93
O -22.86 -9.96 -11.01
H -22.57 -12.16 -9.07
H -23.21 -12.76 -10.61
H -24.28 -12.35 -9.30
H -24.58 -10.65 -10.60
H -24.12 -10.07 -8.12
H -24.05 -8.81 -9.05
H -22.60 -9.54 -8.60
H -22.73 -10.50 -11.75
C -26.58 -7.57 -7.67
C -25.65 -6.54 -7.01
C -26.17 -6.11 -5.62
O -24.43 -6.92 -6.89
H -26.89 -8.38 -6.99
H -26.15 -7.95 -8.62
H -27.47 -7.09 -8.04
H -25.72 -5.71 -7.72
H -27.20 -5.63 -5.75
H -25.63 -5.35 -5.17
H -26.30 -6.92 -4.92
H -24.17 -6.97 -7.79
C -21.25 -5.29 -8.29
C -20.79 -6.73 -8.67
C -21.09 -7.58 -7.42
O -21.40 -7.34 -9.59
H -22.31 -5.26 -8.14
H -20.96 -4.65 -9.05
H -20.83 -4.90 -7.35
H -19.78 -6.82 -8.96
H -20.66 -7.09 -6.52
H -20.63 -8.61 -7.41
H -22.19 -7.78 -7.29
H -20.88 -8.12 -9.85
C -20.83 -14.97 -12.01
C -19.52 -14.34 -12.46
C -18.52 -15.34 -13.09
O -19.62 -13.34 -13.24
H -21.44 -15.14 -12.92
H -21.34 -14.24 -11.46
H -20.73 -16.00 -11.57
H -19.06 -13.93 -11.63
H -17.55 -14.83 -13.20
H -18.83 -15.59 -14.10
H -18.46 -16.25 -12.47
H -18.83 -12.87 -13.20
C -19.39 -11.94 -9.97
C -19.75 -10.54 -9.56
C -18.50 -9.88 -9.02
O -20.21 -9.79 -10.43
H -18.78 -12.46 -9.24
H -18.77 -11.88 -10.88
H -20.26 -12.51 -10.38
H -20.49 -10.51 -8.84
H -17.70 -9.94 -9.72
H -18.11 -10.47 -8.23
H -18.74 -8.86 -8.73
H -21.07 -10.11 -10.73
*
```

Relative energy (zero: lowest compared OMol25 entry of this formula, charge and spin)   0.0 kJ/mol
Max |F|   10.30 eV/A
SMILES   NC(N)=O.NC(N)=O.NC(N)=O.CC(C)O.CC(C)O.CC(C)O.CC(C)O.CC(C)O.CO.CO.CO.CO
HOMO   -9.057 eV
Frontier orbital gap   9.16 eV
E_tot   -2110.1882 a.u.

Results of the Löwdin charge analysis, in e, for atoms 1 through 5:
1 C -0.145
2 O -0.138
3 H 0.088
4 H 0.078
5 H 0.065



[3]
# C18H28EuNO4P2

A structure of composition C18H28EuNO4P2 in a non-equilibrium geometry (ωB97M-V with the def2-TZVPD basis set, the OMol25 dataset).

Geometry as ORCA input:
```
! RIJCOSX wB97M-V def2-TZVPD def2/J DEFGRID3
* xyz 1 8
Eu -0.88 -0.48 -1.13
P -1.40 2.40 -0.29
C -0.19 3.05 -1.53
C 1.23 2.51 -1.49
N 1.45 1.20 -1.23
C 2.73 0.80 -1.15
C 3.82 1.66 -1.36
C 3.59 2.98 -1.72
C 2.26 3.40 -1.80
C 3.07 -0.62 -0.75
P 1.75 -1.88 -1.01
H 2.00 4.41 -2.10
H 4.83 1.27 -1.24
H 4.41 3.66 -1.94
H 3.98 -0.92 -1.32
H 3.28 -0.63 0.34
H -0.62 2.82 -2.53
H -0.14 4.14 -1.37
H -1.06 -1.18 -4.43
O -0.95 -0.38 -3.86
H -1.14 0.38 -4.43
H -1.74 -3.28 -2.74
O -1.06 -2.72 -3.15
H -0.78 -3.24 -3.91
C 2.42 -2.51 -2.59
H 3.39 -2.99 -2.42
H 1.72 -3.24 -3.01
H 2.51 -1.66 -3.29
C 2.45 -3.13 0.12
H 1.73 -3.96 0.22
H 3.42 -3.52 -0.25
H 2.57 -2.64 1.10
C -0.85 3.42 1.14
H -1.11 4.47 0.93
H -1.40 3.07 2.03
H 0.23 3.29 1.27
C -2.80 3.46 -0.77
H -3.67 3.16 -0.17
H -2.58 4.51 -0.56
H -3.02 3.32 -1.84
O -1.90 -1.89 0.66
C -1.54 -1.24 1.71
O -0.79 -0.21 1.61
C -2.00 -1.65 3.07
C -1.65 -0.84 4.17
C -2.23 -1.03 5.44
C -3.18 -2.05 5.62
C -3.47 -2.91 4.54
C -2.87 -2.73 3.29
H -0.91 -0.05 4.02
H -1.95 -0.39 6.29
H -3.68 -2.22 6.57
H -4.17 -3.73 4.72
H -3.12 -3.44 2.50
*
```

Relative energy (zero: lowest compared OMol25 entry of this formula, charge and spin)   0.0 kJ/mol
Max |F|   1.51 eV/A
<S²>   15.7597
HOMO (alpha / beta)   -10.528 / -10.886 eV
Frontier orbital gap (alpha / beta)   7.68 / 8.04 eV
E_tot   -2451.3579 a.u.

Results of the natural (NBO) charge analysis, in e, for atoms 1 through 5:
1 Eu 1.452
2 P 0.804
3 C -0.748
4 C 0.239
5 N -0.528



Please write out number 3 again, unchanged.
# C18H28EuNO4P2

A structure of composition C18H28EuNO4P2 in a non-equilibrium geometry (ωB97M-V with the def2-TZVPD basis set, the OMol25 dataset).

Geometry as ORCA input:
```
! RIJCOSX wB97M-V def2-TZVPD def2/J DEFGRID3
* xyz 1 8
Eu -0.88 -0.48 -1.13
P -1.40 2.40 -0.29
C -0.19 3.05 -1.53
C 1.23 2.51 -1.49
N 1.45 1.20 -1.23
C 2.73 0.80 -1.15
C 3.82 1.66 -1.36
C 3.59 2.98 -1.72
C 2.26 3.40 -1.80
C 3.07 -0.62 -0.75
P 1.75 -1.88 -1.01
H 2.00 4.41 -2.10
H 4.83 1.27 -1.24
H 4.41 3.66 -1.94
H 3.98 -0.92 -1.32
H 3.28 -0.63 0.34
H -0.62 2.82 -2.53
H -0.14 4.14 -1.37
H -1.06 -1.18 -4.43
O -0.95 -0.38 -3.86
H -1.14 0.38 -4.43
H -1.74 -3.28 -2.74
O -1.06 -2.72 -3.15
H -0.78 -3.24 -3.91
C 2.42 -2.51 -2.59
H 3.39 -2.99 -2.42
H 1.72 -3.24 -3.01
H 2.51 -1.66 -3.29
C 2.45 -3.13 0.12
H 1.73 -3.96 0.22
H 3.42 -3.52 -0.25
H 2.57 -2.64 1.10
C -0.85 3.42 1.14
H -1.11 4.47 0.93
H -1.40 3.07 2.03
H 0.23 3.29 1.27
C -2.80 3.46 -0.77
H -3.67 3.16 -0.17
H -2.58 4.51 -0.56
H -3.02 3.32 -1.84
O -1.90 -1.89 0.66
C -1.54 -1.24 1.71
O -0.79 -0.21 1.61
C -2.00 -1.65 3.07
C -1.65 -0.84 4.17
C -2.23 -1.03 5.44
C -3.18 -2.05 5.62
C -3.47 -2.91 4.54
C -2.87 -2.73 3.29
H -0.91 -0.05 4.02
H -1.95 -0.39 6.29
H -3.68 -2.22 6.57
H -4.17 -3.73 4.72
H -3.12 -3.44 2.50
*
```

Relative energy (zero: lowest compared OMol25 entry of this formula, charge and spin)   0.0 kJ/mol
Max |F|   1.51 eV/A
<S²>   15.7597
HOMO (alpha / beta)   -10.528 / -10.886 eV
Frontier orbital gap (alpha / beta)   7.68 / 8.04 eV
E_tot   -2451.3579 a.u.

Results of the natural (NBO) charge analysis, in e, for atoms 1 through 5:
1 Eu 1.452
2 P 0.804
3 C -0.748
4 C 0.239
5 N -0.528



E_tot of number 1 (C2F3FeMgNO4S2)?
-2990.9010 a.u.